Arrangement 1

Density functional theory data (wB97M-V/def2-TZVPD) for 12 unconnected molecules or ions with the total composition C4H33NO13.

The geometry in XYZ format:
```
51
Properties=species:S:1:pos:R:3:mulliken_charge:R:1
C 4.0860 0.3383 0.0736 -1.428
C 2.6402 -0.1664 -0.3071 0.029
O 2.3860 -1.5077 0.0783 -0.584
C 1.4919 0.7303 0.1599 -0.029
N 0.3346 0.4766 -0.7389 0.182
C 1.1551 0.6213 1.6365 -0.019
O 0.3604 1.4356 2.3649 -0.484
H 4.7224 -0.4452 0.1724 0.449
H 4.3716 0.9363 -0.7973 0.344
H 4.0771 1.0632 0.9469 0.282
H 2.7363 -0.2181 -1.4274 0.218
H 1.7282 -2.0910 -0.3123 0.396
H 1.6463 1.7888 -0.0579 0.358
H -0.2915 1.2688 -0.3822 0.362
H -0.0611 -0.4628 -0.6379 -0.174
H 2.2286 0.7306 2.1383 0.202
H 0.7256 -0.4024 1.7042 -0.152
H 0.3731 2.4091 2.0301 0.336
O 0.8433 -2.0626 3.4619 -0.678
H 1.7603 -1.9496 3.1145 0.296
H 0.9485 -2.9410 3.8333 0.357
O 0.5229 -3.1519 0.2418 -0.532
H -0.0210 -3.7562 -0.2382 0.279
H 0.9652 -3.5544 1.0032 0.246
O -1.8671 2.4243 -2.9445 -0.628
H -1.4412 1.8848 -2.2849 0.261
H -2.7903 2.2599 -2.9123 0.250
O -2.9951 -0.1361 -1.7926 -0.478
H -3.1264 0.5805 -2.4688 0.203
H -3.1498 -0.9781 -2.2057 0.308
O -2.7409 0.4689 2.2900 -0.638
H -3.0735 0.6734 3.1247 0.263
H -1.7461 0.5034 2.4591 0.331
O -1.7110 -2.9541 -1.8675 -0.667
H -1.3947 -2.2517 -1.2493 0.170
H -2.5860 -3.1606 -1.5585 0.364
O 0.5070 3.6553 -2.2404 -0.564
H 1.4563 3.6544 -2.1979 0.307
H 0.3458 2.9841 -2.9530 0.311
O -1.2168 -3.7412 2.4559 -0.662
H -0.5116 -3.2300 2.8064 0.324
H -1.9373 -3.0986 2.2521 0.329
O -0.2001 4.1429 0.8050 -0.591
H 0.1462 4.4296 -0.0364 0.284
H -1.0824 4.4824 0.9097 0.290
O 0.7706 1.1177 -3.6915 -0.595
H 0.1546 1.0101 -4.4382 0.362
H 0.1386 0.9174 -2.9695 0.231
O -3.4105 -1.9095 0.8474 -0.582
H -3.6881 -1.1486 1.3418 0.341
H -2.5803 -1.6704 0.4584 0.220
```

Its orbital gap is 0.347 hartree. As for the total charge: 0.

---

Arrangement 2

Density functional theory data (wB97M-V/def2-TZVPD) for 12 unconnected molecules or ions with the total composition C4H33NO13.

The geometry in XYZ format:
```
51
Properties=species:S:1:pos:R:3:mulliken_charge:R:1
N -0.3690 -0.1856 -0.3267 0.501
C -1.4542 -0.3948 -1.3921 0.241
C -0.6349 -0.1172 -2.7432 -0.717
O 0.1941 -1.0901 -3.2104 -0.568
C -1.9162 -1.7731 -1.3978 -0.504
C -3.0508 -2.2266 -0.3805 -0.645
O -2.4473 -2.5373 0.8413 -0.447
H -0.0339 0.6922 -0.3272 -0.064
H 0.3017 -1.0297 -0.3815 -0.280
H -2.1574 0.5384 -1.3042 0.272
H 0.0527 0.7833 -2.6848 0.290
H -1.4516 0.0405 -3.5342 0.339
H 1.0925 -0.9322 -2.9265 0.347
H -1.1280 -2.5985 -1.2496 0.049
H -2.3403 -2.0628 -2.3616 0.543
H -3.5639 -3.0098 -0.9053 0.292
H -3.7434 -1.4377 -0.0533 0.295
H -1.8470 -3.3134 0.6075 0.324
O 1.6470 -2.8859 -0.9607 -0.546
H 1.2729 -3.0741 -1.8070 0.257
H 2.4777 -3.3937 -0.8859 0.243
O -2.6323 1.3517 1.5873 -0.642
H -3.5108 1.5459 2.0385 0.302
H -2.2201 0.5455 1.8565 0.484
O -1.2431 -0.7147 2.4471 -0.846
H -1.1948 -1.5740 2.9277 0.447
H -0.8914 -0.9562 1.5502 0.212
O 0.2756 2.8838 -0.0977 -0.634
H 0.6749 2.3965 0.6776 0.065
H -0.6095 3.3484 0.1313 0.285
O 0.4509 1.1997 2.3715 -0.706
H -0.2070 0.5068 2.2674 0.522
H 0.5184 1.4654 3.3206 0.281
O 2.8399 3.3790 0.9469 -0.631
H 2.6699 3.3114 0.0243 0.314
H 2.0891 3.3341 1.4986 0.363
O 1.5180 2.6495 -2.4742 -0.625
H 1.2678 2.6987 -1.5574 0.392
H 1.5655 3.4422 -2.9236 0.241
O 0.4006 -2.6930 1.4987 -0.615
H 0.6589 -3.0180 0.6461 0.327
H 1.2272 -2.1699 1.6700 0.289
O -1.0373 3.2391 2.1514 -0.888
H -1.7335 2.5130 1.8147 0.508
H -0.4040 2.6276 2.6670 0.361
O 3.4818 -0.3755 -1.5261 -0.639
H 3.1631 -0.4258 -0.6404 0.375
H 3.1896 0.3634 -2.0466 0.300
O 2.8142 -0.4137 1.1353 -0.580
H 2.2695 -0.0788 1.8638 0.276
H 3.7079 -0.3738 1.5573 0.237
```

Its orbital gap is 0.321 hartree. As for the total charge: 0.

---

Result of the stability comparison: arrangement 2 is the least stable of them.

---

Arrangement 1

Density functional theory data (wB97M-V/def2-TZVPD) for a single C6H9NO molecule.

The geometry in XYZ format:
```
17
Properties=species:S:1:pos:R:3:mulliken_charge:R:1
C -1.4749 -1.9109 3.0859 -0.207
N -0.8941 -1.8908 1.9620 -0.443
C -0.9202 -0.8796 1.0024 0.026
C -0.1744 0.2186 0.9731 -0.498
C -0.1148 1.1709 -0.2360 -0.923
C 1.2572 1.1633 -1.0171 -0.286
C 0.8089 0.8073 -2.4266 -0.101
O 1.5838 1.0581 -3.3188 -0.466
H -1.2243 -2.8821 3.5642 0.234
H -2.1292 -1.2305 3.6567 0.269
H -1.5451 -1.2436 0.2197 0.343
H 0.5197 0.5588 1.7322 0.298
H -0.9520 0.9881 -0.9174 0.468
H -0.2089 2.1502 0.1866 0.297
H 2.0241 0.4033 -0.7317 0.312
H 1.7785 2.1134 -0.9185 0.310
H -0.1489 0.3011 -2.5747 0.368
```

Its orbital gap is 0.354 hartree. As for the total charge: 0.

---

Arrangement 2

Density functional theory data (wB97M-V/def2-TZVPD) for 2 unconnected molecules or ions with the total composition C6H9NO.

The geometry in XYZ format:
```
17
Properties=species:S:1:pos:R:3:mulliken_charge:R:1
C -1.6660 0.8193 1.7746 -0.833
C -1.5235 -0.0782 0.8219 -0.146
C -0.2942 -0.4828 0.2415 0.824
C -0.1592 -1.3535 -0.9149 -0.648
C 1.2483 -1.4276 -1.0324 -0.545
N 1.8555 -0.6522 -0.0644 0.014
C 0.8816 0.0134 0.7366 -0.616
H -2.6940 1.1322 2.0821 0.226
H -0.9647 1.4050 2.1989 0.293
H -2.3639 -0.8166 0.5163 0.160
H -0.9429 -1.8837 -1.4076 0.436
H 1.9602 -1.7529 -1.8645 0.300
H 2.8142 -0.3973 0.0668 0.203
H 1.1314 0.6668 1.5227 0.327
O -0.2517 2.2533 -1.2417 -0.642
H 0.2249 1.5348 -1.6033 0.306
H -1.0623 1.7068 -0.8909 0.343
```

Its orbital gap is 0.333 hartree. As for the total charge: 0.

---

Result of the stability comparison: arrangement 1 is the least stable of them.

---

Arrangement 1

Density functional theory data (wB97M-V/def2-TZVPD) for a single C6H9NO molecule.

The geometry in XYZ format:
```
17
Properties=species:S:1:pos:R:3:mulliken_charge:R:1
H 2.9411 -1.6568 0.0778 0.247
N 1.9424 -1.4540 0.0842 -0.623
C 1.6438 -0.2302 0.0272 0.474
C 2.5889 0.9273 -0.0505 -1.123
C 0.1771 0.1470 0.0410 0.885
O -0.1492 1.3195 0.0850 -0.612
C -0.7492 -0.9791 -0.0008 -0.628
C -2.0824 -0.8503 -0.0167 -0.100
C -2.8166 0.4397 0.0046 -1.048
H 2.3590 1.6354 0.7438 0.287
H 3.6248 0.6029 0.0287 0.380
H 2.4410 1.4471 -0.9965 0.276
H -0.2806 -1.9503 -0.0184 0.327
H -2.6844 -1.7500 -0.0474 0.364
H -2.5654 0.9965 0.9073 0.280
H -3.8915 0.2886 -0.0413 0.331
H -2.4989 1.0667 -0.8281 0.283
```

Its orbital gap is 0.345 hartree. As for the total charge: 0.

---

Arrangement 2

Density functional theory data (wB97M-V/def2-TZVPD) for a single C6H9NO molecule.

The geometry in XYZ format:
```
17
Properties=species:S:1:pos:R:3:mulliken_charge:R:1
C -1.7726 0.0459 -1.2672 -1.285
C -1.0478 -0.0073 0.0459 -0.138
C -0.4810 1.2519 0.6560 -0.584
C 0.6982 0.6886 -0.0587 -0.387
C 1.5776 -0.3521 0.4654 0.633
O 2.8571 -0.5279 -0.0784 -0.546
C 0.7124 -1.4797 0.7356 -0.101
N 1.2279 -0.9368 1.7784 -0.736
H -1.9309 -0.9615 -1.6653 0.324
H -1.2208 0.6111 -2.0225 0.284
H -2.7588 0.5137 -1.1615 0.318
H -1.5518 -0.6302 0.7761 0.527
H -0.8520 2.1965 0.2638 0.292
H -0.4225 1.2559 1.7402 0.274
H 1.0086 1.1419 -0.9985 0.393
H 3.4902 -0.4619 0.6498 0.349
H 0.4661 -2.3480 0.1405 0.383
```

Its orbital gap is 0.314 hartree. As for the total charge: 0.

---

Arrangement 3

Density functional theory data (wB97M-V/def2-TZVPD) for 2 unconnected molecules or ions with the total composition C6H9NO.

The geometry in XYZ format:
```
17
Properties=species:S:1:pos:R:3:mulliken_charge:R:1
N 1.2768 -1.1325 -1.7021 -0.518
C 0.4132 -0.7689 -0.6980 1.268
C 0.6962 -1.0219 0.6487 -0.614
C -0.2205 -0.5983 1.6172 -0.394
C -1.4169 -0.0199 1.2300 -0.582
C -1.6345 0.3214 -0.0946 -0.245
C -0.7752 -0.0628 -1.1128 -0.864
H 1.0057 -0.9164 -2.6530 0.180
H 2.2397 -1.3155 -1.5100 0.193
H 1.5353 -1.6153 0.9973 0.360
H -0.1081 -0.7568 2.6713 0.382
H -2.1057 0.2650 2.0444 0.311
H -2.5387 0.9495 -0.2188 0.271
H -0.9766 0.1516 -2.1614 0.247
O 1.0048 2.4914 0.3143 -0.658
H 0.5457 2.5128 1.1606 0.319
H 0.4692 1.9603 -0.2892 0.344
```

Its orbital gap is 0.331 hartree. As for the total charge: 0.

---

Arrangement 4

Density functional theory data (wB97M-V/def2-TZVPD) for a single C6H9NO molecule.

The geometry in XYZ format:
```
17
Properties=species:S:1:pos:R:3:mulliken_charge:R:1
N -2.2714 0.1232 0.0992 -0.627
C -0.9669 0.2889 -0.4423 -0.075
C 0.0840 1.2582 0.0829 -0.670
C 1.2151 0.4488 0.8912 -0.407
C 0.4621 -0.8716 1.0833 -0.295
C -0.3229 -1.0461 -0.2460 -0.488
O 0.8471 -0.6648 -1.1061 -0.437
C 1.3870 0.5349 -0.5470 -0.116
H -2.9353 0.6919 -0.0316 0.197
H -2.2260 0.1228 1.1682 0.222
H -1.0572 0.4994 -1.4211 0.602
H -0.3254 2.2287 0.4700 0.409
H 2.0162 0.7808 1.5807 0.404
H -0.0512 -1.0649 2.2638 0.254
H 1.2173 -1.7136 0.9068 0.266
H -0.9593 -1.8297 -0.6013 0.470
H 2.2933 1.0607 -1.1131 0.292
```

Its orbital gap is 0.350 hartree. As for the total charge: 0.

---

Result of the stability comparison: arrangement 2 is the least stable of them.

---

Arrangement 1

Density functional theory data (wB97M-V/def2-TZVPD) for a single C6H9NO molecule.

The geometry in XYZ format:
```
17
Properties=species:S:1:pos:R:3:mulliken_charge:R:1
C -0.1476 -1.6133 -0.2394 -0.592
C -0.9647 -0.6277 0.3308 -0.098
O -2.2995 0.0733 0.0802 -0.495
C -1.1282 0.7107 -0.3151 -0.109
C 0.0753 1.6701 0.1600 -0.464
C 0.9564 0.5557 -0.4118 -0.317
N 2.3339 0.0090 -0.0806 -0.712
C 1.1259 -0.7352 0.3575 -0.166
H -0.0592 -1.7330 -1.3651 0.227
H -0.2188 -2.6379 -0.0684 0.410
H -0.8504 -0.6900 1.3831 0.356
H -0.7861 0.4444 -1.2876 0.284
H -0.0342 1.5431 1.2622 0.254
H 0.2403 2.7271 -0.0944 0.322
H 0.7299 0.2730 -1.4163 0.495
H 2.5347 0.3865 0.7741 0.303
H 0.9997 -0.7241 1.4435 0.300
```

Its orbital gap is 0.357 hartree. As for the total charge: 0.

---

Arrangement 2

Density functional theory data (wB97M-V/def2-TZVPD) for a single C6H9NO molecule.

The geometry in XYZ format:
```
17
Properties=species:S:1:pos:R:3:mulliken_charge:R:1
O -1.2490 1.4698 0.4639 -0.572
C -0.7978 0.3809 -0.3054 0.995
C -1.9211 -0.5491 -0.5514 -0.660
C -0.7342 -0.9737 0.2983 -0.539
N 0.2587 -0.7676 1.3725 -0.447
C 1.2191 0.1459 0.6377 -0.211
C 1.6665 -0.1992 -0.7723 -0.669
C 0.6090 0.7806 -0.6741 -0.416
H -0.5879 1.9035 0.9507 0.369
H -3.0075 -0.3847 -0.2129 0.234
H -1.9054 -1.1848 -1.5019 0.207
H -0.3818 -1.9309 -0.3342 0.185
H -0.0772 -0.1656 2.2057 0.357
H 2.0079 0.6262 1.2497 0.354
H 2.6278 0.1543 -1.0066 0.328
H 1.3252 -1.1499 -1.0943 0.177
H 0.9478 1.8442 -0.7253 0.309
```

Its orbital gap is 0.348 hartree. As for the total charge: 0.

---

Arrangement 3

Density functional theory data (wB97M-V/def2-TZVPD) for a single C6H9NO molecule.

The geometry in XYZ format:
```
17
Properties=species:S:1:pos:R:3:mulliken_charge:R:1
C 1.9755 -0.0159 0.6540 -1.106
C 0.9024 -0.2138 -0.1696 0.450
N 1.1311 -0.6688 -1.4764 -0.554
C -0.3204 0.6538 -0.0163 0.136
C -0.3510 1.9552 -0.3610 -0.990
C -1.3928 -0.1475 0.4980 0.826
C -0.9351 -1.3552 0.9859 -0.918
O -2.6861 0.0242 0.0805 -0.491
H 1.8479 0.4081 1.6436 0.301
H 2.9690 -0.3427 0.3736 0.294
H 0.2677 -0.9330 -1.9418 0.253
H 1.8212 -1.4121 -1.5106 0.269
H -1.2579 2.5446 -0.2755 0.273
H 0.5656 2.4610 -0.6467 0.333
H -0.2169 -1.4473 1.7918 0.283
H -1.6210 -2.2019 0.9951 0.322
H -2.6995 0.6911 -0.6246 0.319
```

Its orbital gap is 0.305 hartree. As for the total charge: 0.

---

Arrangement 4

Density functional theory data (wB97M-V/def2-TZVPD) for a molecular structure, C6H9NO.

The geometry in XYZ format:
```
17
Properties=species:S:1:pos:R:3:mulliken_charge:R:1
C -1.5230 -1.1300 0.1164 -0.676
C -0.7323 0.9709 -0.0693 -0.290
C 0.8930 1.0109 -0.1111 -0.373
C 1.8351 -0.2544 -0.2917 -0.513
C -0.0527 -0.8387 0.2757 -0.031
C 0.0081 0.4405 1.0871 -0.170
H -1.6791 -1.6016 1.1340 0.297
H -1.4572 -1.7659 -0.7545 0.364
H -2.2903 0.2240 -1.1752 0.262
H -0.9031 2.1180 -0.3250 0.282
H 1.4513 2.0409 0.0917 0.311
H 2.2143 -0.1964 -1.3618 0.292
H 2.7640 0.1522 0.1391 0.339
H -0.0430 -0.4220 -0.8213 0.364
H 0.1909 0.4866 2.2648 0.365
N -1.8945 0.1185 -0.2757 -0.323
O 1.2187 -1.3535 0.0768 -0.500
```

Its orbital gap is 0.337 hartree. As for the total charge: 0.

---

Result of the stability comparison: arrangement 4 is the least stable of them.